(w)
Below is an isolated ion of composition C2H3N2S and charge +1, with properties calculated with ωB97M-V/def2-TZVPD.

Structure (XYZ):
```
8
Properties=species:S:1:pos:R:3:nbo_charge:R:1
N -2.235 -0.663 -0.633 -0.181
C -1.419 -0.166 -0.019 0.204
C -0.062 0.210 0.590 -0.328
N 1.059 0.202 -0.434 -0.557
S 1.612 -1.225 -0.814 0.823
H -0.312 1.175 1.048 0.292
H 0.159 -0.583 1.281 0.278
H 1.197 1.051 -1.020 0.470
```

Calculated values
**HOMO level**: -16.8 eV
**Molar mass**: 87.13 g mol⁻¹
**Total charge**: +1
**SMILES**: N#CC[NH+]=S
**HOMO-LUMO gap**: 7.73 eV

(x)
Below is C2H3N2S as an isolated structure, with properties calculated with ωB97M-V/def2-TZVPD.

Structure (XYZ):
```
8
Properties=species:S:1:pos:R:3:nbo_charge:R:1
C 1.607 -1.010 0.402 0.529
C 0.470 -0.300 -0.169 -0.406
N 1.388 -1.805 1.344 -0.652
N -0.601 -0.475 0.895 -0.615
S 0.033 -1.649 2.139 1.078
H 0.799 0.699 -0.458 0.301
H 0.101 -0.877 -1.030 0.300
H -1.567 -0.166 0.603 0.466
```

Calculated values
**HOMO level (alpha / beta)**: -15.0 / -15.4 eV
**Molar mass**: 87.13 g mol⁻¹
**Total charge**: +1
**HOMO-LUMO gap (alpha / beta)**: 8.17 / 7.46 eV

Taking the most stable structure as the zero point, the relative energies in eV are (w) 0.000; (x) 1.437.

(w)
Below is a 2-piece molecular cluster, CH4ClN2 overall, with properties calculated with ωB97M-V/def2-TZVPD.

Structure (XYZ):
```
8
Properties=species:S:1:pos:R:3:nbo_charge:R:1
C 1.048 0.213 -0.001 0.415
N -0.290 -1.286 -0.195 -0.696
N 0.371 1.282 -0.197 -0.683
Cl 2.590 -0.344 0.026 0.298
H -0.547 -1.536 0.747 0.368
H 0.308 -2.026 -0.551 0.367
H -0.624 1.310 -0.019 0.464
H 0.636 2.192 -0.667 0.466
```

Calculated values
**HOMO level**: -15.6 eV
**Molar mass**: 79.51 g mol⁻¹
**Total charge**: +1
**HOMO-LUMO gap**: 9.53 eV

(x)
Below is an isolated ion of composition CH4ClN2 and charge +1, with properties calculated with ωB97M-V/def2-TZVPD.

Structure (XYZ):
```
8
Properties=species:S:1:pos:R:3:nbo_charge:R:1
N -0.934 -0.339 0.981 -0.760
C 0.107 0.567 -0.076 0.414
N 0.771 -0.170 -0.933 -0.675
Cl 0.219 2.107 0.219 0.327
H -0.755 -1.262 0.761 0.392
H -1.620 0.086 1.495 0.421
H 0.654 -1.135 -1.022 0.438
H 1.558 0.147 -1.425 0.443
```

Calculated values
**HOMO level**: -15.6 eV
**Molar mass**: 79.51 g mol⁻¹
**Total charge**: +1
**SMILES**: NC(=[NH2+])Cl
**HOMO-LUMO gap**: 10.18 eV

Taking the most stable structure as the zero point, the relative energies in eV are (w) 1.275; (x) 0.000.

(w)
Below is one molecule with the formula CH2N2O2S2, with properties calculated with ωB97M-V/def2-TZVPD.

Structure (XYZ):
```
9
Properties=species:S:1:pos:R:3:nbo_charge:R:1
C 1.395 0.590 0.187 0.367
N 0.247 0.213 0.621 -0.678
N 1.964 1.560 -0.306 -0.679
O -2.430 0.441 0.702 -0.875
O -1.611 -1.436 -0.706 -0.889
S 1.317 -1.193 0.417 0.163
S -1.549 0.156 -0.321 1.695
H -2.308 -1.940 -0.281 0.514
H 2.975 1.610 -0.313 0.381
```

Calculated values
**HOMO level (alpha / beta)**: -8.7 / -8.7 eV
**Molar mass**: 138.17 g mol⁻¹
**HOMO-LUMO gap (alpha / beta)**: 8.29 / 8.29 eV

(x)
Below is CH2N2O2S2 as an isolated structure, with properties calculated with ωB97M-V/def2-TZVPD.

Structure (XYZ):
```
9
Properties=species:S:1:pos:R:3:nbo_charge:R:1
C 1.395 -0.474 -0.013 -0.190
N 2.874 -1.102 0.074 -0.323
N 3.704 -0.108 -0.031 0.571
O 3.334 1.054 -0.138 -0.466
O 4.900 -0.452 0.076 -0.412
S 0.330 -1.746 -0.034 0.302
S 1.125 1.215 0.025 0.369
H -0.624 -0.972 -0.376 0.109
H -0.204 1.136 0.120 0.040
```

Calculated values
**HOMO level**: -10.0 eV
**Molar mass**: 138.17 g mol⁻¹
**HOMO-LUMO gap**: 8.57 eV

(y)
Below is CH2N2O2S2 as an isolated structure, with properties calculated with ωB97M-V/def2-TZVPD.

Structure (XYZ):
```
9
Properties=species:S:1:pos:R:3:nbo_charge:R:1
C -1.363 0.850 0.228 0.278
N 0.559 1.015 0.915 -1.013
N -1.641 0.694 -0.940 -0.606
O 1.773 -0.404 -0.693 -0.895
O -0.154 -1.376 0.628 -0.983
S -0.858 1.112 1.722 0.685
S 1.055 -0.595 0.771 1.604
H 1.805 -1.324 -1.089 0.495
H -1.175 0.029 -1.541 0.434
```

Calculated values
**HOMO level**: -9.0 eV
**Molar mass**: 138.17 g mol⁻¹
**HOMO-LUMO gap**: 8.86 eV

Taking the most stable structure as the zero point, the relative energies in eV are (w) 0.000; (x) 2.248; (y) 0.529.

(w)
Below is a 2-piece molecular cluster, C2H8NO overall, with properties calculated with ωB97M-V/def2-TZVPD.

Structure (XYZ):
```
12
Properties=species:S:1:pos:R:3:nbo_charge:R:1
O -2.424 -0.525 0.979 -0.981
H -3.292 -0.162 0.817 0.514
H -2.485 -1.294 1.540 0.496
H 2.662 -0.458 -1.164 0.283
C 2.035 0.431 -1.166 -0.702
C 0.686 0.006 -0.641 0.350
N 0.219 0.219 0.530 -0.612
H 1.883 0.851 -2.176 0.274
H 2.454 1.165 -0.462 0.257
H -0.049 -0.111 -1.433 0.226
H 0.759 0.266 1.392 0.432
H -0.628 -0.376 0.686 0.465
```

Calculated values
**HOMO level**: -16.3 eV
**Molar mass**: 62.09 g mol⁻¹
**Total charge**: +1
**HOMO-LUMO gap**: 11.23 eV

(x)
Below is a 2-piece molecular cluster, C2H8NO overall, with properties calculated with ωB97M-V/def2-TZVPD.

Structure (XYZ):
```
12
Properties=species:S:1:pos:R:3:nbo_charge:R:1
C 0.853 0.783 0.449 -0.471
C -1.764 -0.434 -0.172 0.254
N 0.066 -0.457 0.639 -0.658
O -1.468 -0.108 -1.395 -0.607
H 0.429 0.995 -0.621 0.233
H 0.930 1.539 1.290 0.270
H 1.926 0.504 0.225 0.240
H -2.248 -1.357 -0.065 0.200
H -2.068 0.382 0.414 0.203
H -0.068 -0.604 1.608 0.415
H 0.392 -1.300 0.074 0.419
H -1.023 -0.829 -1.854 0.503
```

Calculated values
**HOMO level**: -16.0 eV
**Molar mass**: 62.09 g mol⁻¹
**Total charge**: +1
**HOMO-LUMO gap**: 11.84 eV

(y)
Below is a 2-piece molecular cluster, C2H8NO overall, with properties calculated with ωB97M-V/def2-TZVPD.

Structure (XYZ):
```
12
Properties=species:S:1:pos:R:3:nbo_charge:R:1
N -1.122 1.048 -1.758 -0.906
H -1.755 0.215 -1.362 0.498
H -1.587 1.361 -2.639 0.459
H -0.190 0.572 -1.671 0.486
H -1.075 1.834 -1.129 0.447
O -0.523 -0.569 0.056 -0.670
C 0.275 -0.830 1.012 0.495
C 1.524 -0.065 1.182 -0.737
H 0.265 -1.609 1.785 0.167
H 1.685 0.012 2.324 0.260
H 2.315 -0.674 0.734 0.274
H 1.591 0.879 0.652 0.229
```

Calculated values
**HOMO level**: -14.7 eV
**Molar mass**: 62.09 g mol⁻¹
**Total charge**: +1
**HOMO-LUMO gap**: 10.90 eV

Taking the most stable structure as the zero point, the relative energies in eV are (w) 0.000; (x) 1.703; (y) 0.330.